3 unconnected molecules or ions with the total composition C2H7NS in a non-equilibrium geometry, computed with ωB97M-V with the def2-TZVPD basis set.

Geometry (Å):
C1 -0.43 0.91 0.19
C2 -0.99 0.89 -1.08
N1 0.96 0.87 0.42
H1 -1.00 1.17 1.07
H2 -2.00 1.19 -1.27
H3 -0.38 0.59 -1.92
H4 -0.62 -0.74 0.32
H5 1.44 0.37 -0.30
H6 1.20 0.39 1.28
S1 0.89 -2.27 1.03
H7 0.94 -3.37 0.26

Values from the calculation:
electronic energy = -14510.2513 eV
Kohn-Sham gap (alpha / beta) = 5.94 / 7.34 eV
net charge = -1
2S+1 = 2
energy relative to the best compared isomer or geometry (same formula, charge and spin) = 34.6 kcal per mole
E_HOMO (alpha / beta) = -1.4073 / -3.0667 eV


2 unconnected molecules or ions with the total composition C5H14NO2 in a non-equilibrium geometry, computed with ωB97M-V with the def2-TZVPD basis set.

Geometry (Å):
O1 -2.72 -0.23 0.14
C1 -1.96 0.96 0.30
C2 -0.60 0.58 -0.31
N1 -0.12 -0.58 0.54
C3 0.98 0.03 1.38
C4 1.37 1.44 0.91
C5 0.43 1.71 -0.29
H1 -3.59 -0.10 -0.21
H2 -2.54 1.85 0.03
H3 -1.74 1.24 1.37
H4 -0.88 0.28 -1.31
H5 -0.89 -0.94 1.12
H6 0.19 -1.39 -0.01
H7 1.84 -0.62 1.38
H8 0.66 -0.04 2.44
H9 2.42 1.29 0.69
H10 1.25 2.21 1.70
H11 -0.16 2.65 -0.13
H12 0.89 1.79 -1.28
H13 2.00 -3.84 -2.35
H14 3.20 -3.02 -2.38
O2 2.27 -2.92 -2.18

Values from the calculation:
electronic energy = -10990.2059 eV
Kohn-Sham gap = 11.76 eV
net charge = +1
energy relative to the best compared isomer or geometry (same formula, charge and spin) = 36.9 kcal per mole
E_HOMO = -14.6044 eV


A molecular structure, C3H2NOS2 in a non-equilibrium geometry, computed with ωB97M-V with the def2-TZVPD basis set.

Geometry (Å):
C1 -0.05 -1.17 0.42
C2 1.00 -0.40 0.00
C3 -1.58 0.94 -0.16
N1 -0.95 1.91 -0.46
O1 1.03 0.83 0.46
S1 2.18 -1.07 -0.89
S2 -1.71 -0.43 0.75
H1 -0.09 -2.25 0.00
H2 0.18 1.64 -0.12

Values from the calculation:
electronic energy = -28348.6360 eV
Kohn-Sham gap (alpha / beta) = 5.29 / 6.65 eV
net charge = -1
2S+1 = 3
energy relative to the best compared isomer or geometry (same formula, charge and spin) = 35.2 kcal per mole
E_HOMO (alpha / beta) = -1.8910 / -4.5163 eV


A molecular structure, C34H37Cl2N6NbO5S in a non-equilibrium geometry, computed with ωB97M-V with the def2-TZVPD basis set.

Geometry (Å):
Nb1 0.42 -0.66 0.68
Cl1 -1.44 -2.42 7.12
C1 -1.51 -2.19 5.45
C2 -0.28 -1.92 4.82
C3 -0.30 -1.64 3.47
N1 0.81 -1.28 2.70
C4 2.08 -1.70 3.07
O1 2.41 -2.08 4.19
C5 3.06 -1.65 1.99
C6 4.37 -2.03 2.22
C7 5.30 -1.97 1.21
C8 4.90 -1.64 -0.09
C9 3.56 -1.33 -0.30
N2 2.66 -1.30 0.69
C10 -1.51 -1.73 2.72
C11 -2.69 -2.11 3.35
C12 -2.73 -2.28 4.72
Cl2 -4.25 -2.51 5.52
N3 -1.34 -1.56 1.36
C13 -2.01 -2.35 0.42
O2 -3.25 -2.46 0.38
C14 -1.19 -3.02 -0.54
C15 -1.72 -3.83 -1.52
C16 -0.88 -4.53 -2.39
C17 0.51 -4.37 -2.24
C18 1.02 -3.55 -1.24
N4 0.22 -2.82 -0.47
H1 0.64 -1.86 5.40
H2 4.58 -2.27 3.24
H3 6.34 -2.27 1.44
H4 5.60 -1.73 -0.93
H5 3.18 -1.15 -1.28
H6 -3.60 -2.30 2.79
H7 -2.80 -3.96 -1.56
H8 -1.32 -5.20 -3.13
H9 1.22 -4.87 -2.90
H10 2.11 -3.48 -1.07
N5 1.50 1.57 4.21
C19 1.79 2.52 3.17
C20 2.56 1.93 1.99
N6 1.66 1.44 0.86
H11 1.07 1.98 5.03
H12 2.32 0.99 4.48
H13 2.39 3.43 3.51
H14 0.80 2.95 2.90
H15 3.17 1.10 2.33
H16 3.23 2.71 1.62
H17 2.21 1.46 -0.01
H18 0.88 2.09 0.77
C21 -0.11 3.16 -6.84
C22 -0.12 2.28 -5.62
C23 -1.27 2.13 -4.83
C24 -1.24 1.31 -3.69
C25 -2.57 1.06 -3.08
C26 -0.02 0.71 -3.25
C27 1.09 0.78 -4.12
C28 2.41 0.06 -4.00
C29 1.04 1.62 -5.25
C30 0.12 0.09 -1.91
O3 -0.88 -0.02 -1.13
O4 1.25 -0.28 -1.45
H19 -1.10 3.59 -6.99
H20 0.18 2.63 -7.76
H21 0.55 4.03 -6.71
H22 -2.19 2.64 -5.06
H23 -3.30 1.26 -3.88
H24 -2.81 1.77 -2.28
H25 -2.76 0.07 -2.67
H26 2.27 -1.03 -3.88
H27 3.04 0.45 -3.20
H28 2.94 0.28 -4.93
H29 1.94 1.73 -5.86
O5 -0.87 0.97 1.42
S1 -2.10 1.57 2.18
C31 -2.07 3.32 1.74
C32 -3.47 3.73 1.30
C33 -4.33 2.48 0.97
C34 -3.59 1.17 1.17
H30 -1.36 3.44 0.90
H31 -1.73 3.91 2.61
H32 -3.42 4.41 0.43
H33 -3.94 4.37 2.07
H34 -4.72 2.55 -0.06
H35 -5.23 2.49 1.62
H36 -3.24 0.72 0.23
H37 -4.12 0.37 1.71

Values from the calculation:
electronic energy = -92457.1206 eV
Kohn-Sham gap (alpha / beta) = 5.73 / 5.22 eV
net charge = +2
energy relative to the best compared isomer or geometry (same formula, charge and spin) = 0.0 kcal per mole
E_HOMO (alpha / beta) = -12.8901 / -12.8400 eV


A molecular structure, C28H29CrN6O3Sb, computed with ωB97M-V with the def2-TZVPD basis set.

Geometry (Å):
Cr1 0.11 1.49 0.48
O1 3.00 -1.87 -0.07
C1 2.29 -2.77 0.63
C2 2.85 -4.03 0.79
C3 2.19 -5.01 1.50
C4 0.94 -4.76 2.06
C5 0.36 -3.53 1.89
C6 1.01 -2.51 1.17
C7 0.35 -1.22 0.99
O2 1.05 -0.21 0.56
N1 -0.94 -1.12 1.28
N2 -1.33 0.16 1.04
C8 -2.53 0.58 1.22
C9 -2.73 2.01 0.95
C10 -3.97 2.63 1.04
C11 -4.06 3.99 0.76
C12 -2.92 4.68 0.39
C13 -1.71 4.00 0.33
N3 -1.62 2.70 0.61
H1 2.51 -1.02 -0.07
H2 3.83 -4.21 0.35
H3 2.65 -5.98 1.62
H4 0.42 -5.53 2.62
H5 -0.62 -3.31 2.30
H6 -3.33 -0.07 1.56
H7 -4.84 2.06 1.33
H8 -5.01 4.49 0.82
H9 -2.95 5.74 0.16
H10 -0.79 4.49 0.05
O3 2.91 3.36 -1.69
C14 1.91 2.82 -1.26
N4 1.51 2.74 0.02
C15 2.38 3.24 1.06
C16 1.85 2.78 2.39
C17 2.46 3.13 3.59
C18 1.94 2.66 4.78
C19 0.81 1.86 4.75
C20 0.25 1.55 3.54
N5 0.76 2.00 2.38
C21 0.93 2.12 -2.18
C22 1.05 2.19 -3.55
C23 0.09 1.57 -4.33
C24 -0.95 0.89 -3.71
C25 -0.99 0.85 -2.33
N6 -0.07 1.45 -1.58
H11 2.45 4.33 1.05
H12 3.41 2.88 0.92
H13 3.35 3.75 3.57
H14 2.41 2.92 5.72
H15 0.37 1.47 5.66
H16 -0.62 0.91 3.46
H17 1.89 2.74 -3.97
H18 0.14 1.61 -5.41
H19 -1.72 0.40 -4.28
H20 -1.77 0.31 -1.80
C26 0.76 -4.23 -3.42
Sb1 -0.31 -2.80 -2.24
C27 -1.94 -2.59 -3.64
C28 -1.30 -4.24 -1.00
H21 0.10 -5.04 -3.72
H22 1.58 -4.63 -2.83
H23 1.17 -3.74 -4.30
H24 -2.36 -3.57 -3.87
H25 -1.58 -2.14 -4.56
H26 -2.73 -1.96 -3.23
H27 -0.54 -4.88 -0.55
H28 -1.98 -4.85 -1.60
H29 -1.85 -3.74 -0.21

Values from the calculation:
electronic energy = -79546.5840 eV
Kohn-Sham gap (alpha / beta) = 6.69 / 6.41 eV
net charge = +1
2S+1 = 4
energy relative to the best compared isomer or geometry (same formula, charge and spin) = 0.6 kcal per mole
E_HOMO (alpha / beta) = -10.3995 / -10.3992 eV


C5H5NO in the gas phase in a non-equilibrium geometry, computed with ωB97M-V with the def2-TZVPD basis set.

Geometry (Å):
O1 -2.28 -0.94 0.66
C1 -1.08 -0.92 0.80
C2 -0.38 0.39 0.65
C3 1.06 0.75 0.42
C4 0.15 0.57 -0.77
C5 0.42 -0.62 -1.55
N1 0.70 -1.56 -2.15
H1 -0.50 -1.85 0.92
H2 -1.00 1.21 0.99
H3 1.86 0.01 0.52
H4 1.35 1.76 0.69
H5 -0.31 1.39 -1.31

Values from the calculation:
electronic energy = -8801.7492 eV
Kohn-Sham gap = 11.00 eV
energy relative to the best compared isomer or geometry (same formula, charge and spin) = 38.5 kcal per mole
SMILES = N#C[C@@H]1C[C@@H]1C=O
E_HOMO = -10.3281 eV


3 unconnected molecules or ions with the total composition C16H35BO6P in a non-equilibrium geometry, computed with ωB97M-V with the def2-TZVPD basis set.

Geometry (Å):
C1 5.58 1.01 2.69
C2 5.15 0.63 1.14
C3 5.60 -0.89 0.70
C4 5.06 -1.14 -0.82
C5 3.73 -2.09 -0.95
P1 2.18 -1.44 -0.06
O1 0.87 -2.56 -0.47
C6 2.28 -1.43 1.85
C7 1.76 -2.86 2.55
O2 2.28 -4.06 1.87
C8 1.21 -5.06 1.64
O3 1.34 -5.93 0.61
B1 1.56 0.29 -0.71
O4 2.49 1.35 -1.22
C9 -0.06 0.72 -0.74
C10 -0.72 0.75 0.80
H1 6.30 0.21 3.19
H2 6.05 2.10 2.69
H3 4.57 1.05 3.31
H4 5.67 1.36 0.35
H5 3.98 0.76 1.05
H6 5.26 -1.73 1.47
H7 6.79 -0.92 0.73
H8 4.92 -0.14 -1.46
H9 5.94 -1.72 -1.39
H10 3.46 -2.12 -2.12
H11 3.96 -3.20 -0.65
H12 0.01 -2.07 -0.60
H13 1.51 -0.60 2.23
H14 3.32 -1.16 2.30
H15 0.59 -2.89 2.58
H16 2.16 -2.86 3.65
H17 0.21 -5.12 2.27
H18 2.84 1.07 -2.11
H19 -0.26 1.71 -1.34
H20 -0.68 -0.12 -1.31
H21 0.03 1.40 1.44
H22 -0.85 -0.35 1.24
H23 -1.78 1.28 0.81
C11 -5.84 3.61 -0.04
C12 -4.44 3.19 0.31
O5 -3.95 2.15 -0.14
C13 -3.66 4.08 1.24
H24 -6.28 2.87 -0.72
H25 -6.45 3.66 0.87
H26 -5.82 4.58 -0.54
H27 -4.17 4.15 2.21
H28 -3.54 5.07 0.80
H29 -2.67 3.65 1.41
C14 -6.20 -0.19 -4.47
C15 -5.91 0.57 -3.19
O6 -6.23 1.75 -3.06
C16 -5.22 -0.18 -2.09
H30 -6.70 0.48 -5.18
H31 -5.26 -0.53 -4.92
H32 -6.85 -1.04 -4.26
H33 -4.24 -0.52 -2.43
H34 -5.83 -1.03 -1.77
H35 -5.07 0.49 -1.23

Values from the calculation:
electronic energy = -39398.3697 eV
Kohn-Sham gap = 6.67 eV
net charge = +1
E_HOMO = -11.1679 eV


C8H12ClN in the gas phase in a non-equilibrium geometry, computed with ωB97M-V with the def2-TZVPD basis set.

Geometry (Å):
C1 2.30 -1.57 0.31
C2 1.48 -1.46 1.36
C3 1.95 -0.69 -0.88
C4 0.43 -0.42 1.38
C5 0.48 -0.44 -1.08
C6 -0.05 0.05 0.22
C7 -2.06 0.94 1.14
C8 -1.62 1.31 -1.27
N1 -1.09 0.96 0.05
Cl1 2.70 0.96 -0.62
H1 3.27 -2.07 0.17
H2 1.59 -1.99 2.33
H3 2.31 -1.26 -1.68
H4 0.20 -0.11 2.34
H5 0.38 0.28 -1.90
H6 -0.15 -1.29 -1.38
H7 -2.48 1.86 1.25
H8 -2.90 0.27 0.93
H9 -1.59 0.43 2.02
H10 -2.06 0.52 -1.82
H11 -2.31 2.12 -1.14
H12 -0.76 1.60 -1.73

Values from the calculation:
electronic energy = -22501.0564 eV
Kohn-Sham gap = 8.21 eV
energy relative to the best compared isomer or geometry (same formula, charge and spin) = 48.2 kcal per mole
SMILES = CN(C)C1=CC=C[C@H](Cl)C1
E_HOMO = -7.3348 eV


9 unconnected molecules or ions with the total composition C28H79N5O13 in a non-equilibrium geometry, computed with ωB97M-V with the def2-TZVPD basis set.

Geometry (Å):
C1 2.79 3.37 -0.85
C2 2.84 1.83 -1.11
O1 3.23 1.60 -2.39
O2 2.55 3.57 0.39
H1 1.85 3.70 -1.40
H2 3.71 3.91 -1.11
H3 2.01 1.30 -0.66
H4 3.67 1.43 -0.50
H5 4.14 1.27 -2.28
H6 3.25 3.35 0.95
C3 -3.65 2.14 5.61
C4 -3.54 0.95 4.64
O3 -4.68 1.15 3.76
O4 -2.78 2.14 6.54
H7 -4.69 2.21 6.06
H8 -3.63 3.10 5.11
H9 -3.58 -0.03 5.08
H10 -2.60 1.11 4.13
H11 -4.55 1.99 3.35
H12 -1.93 1.95 6.18
C5 3.48 -2.16 -0.43
C6 3.07 -3.25 0.62
O5 2.95 -4.52 -0.06
O6 4.07 -1.13 -0.01
H13 2.61 -1.80 -0.90
H14 4.02 -2.65 -1.24
H15 2.05 -3.06 1.07
H16 3.76 -3.50 1.42
H17 2.55 -4.42 -0.94
H18 5.00 -1.33 0.09
C7 -3.39 -0.42 -4.59
C8 -2.15 -1.35 -4.33
O7 -1.60 -1.11 -3.11
O8 -3.01 0.78 -4.59
H19 -4.30 -0.71 -4.13
H20 -3.67 -0.58 -5.66
H21 -1.36 -1.29 -5.09
H22 -2.43 -2.42 -4.42
H23 -1.16 -0.30 -3.20
H24 -2.65 1.07 -3.77
C9 -0.01 -0.39 0.17
C10 -1.12 -1.25 0.55
C11 -1.42 -1.32 2.06
O9 -0.28 -1.81 2.64
C12 -0.54 -2.20 3.98
N1 -2.22 -0.69 -0.21
H25 0.94 -0.77 0.63
H26 -0.06 0.65 0.54
H27 0.23 -0.31 -0.90
H28 -1.02 -2.28 0.18
H29 -2.39 -1.82 2.34
H30 -1.42 -0.31 2.46
H31 -1.21 -3.02 3.98
H32 -1.05 -1.42 4.58
H33 0.37 -2.44 4.55
H34 -2.95 -0.44 0.36
H35 -2.42 -1.23 -1.10
C13 0.13 1.77 -3.35
C14 -0.67 2.36 -2.22
C15 -1.05 3.81 -2.55
O10 -1.70 4.42 -1.42
C16 -0.94 5.05 -0.40
N2 -1.85 1.55 -2.10
H36 0.95 2.44 -3.62
H37 -0.52 1.59 -4.26
H38 0.50 0.74 -3.04
H39 -0.15 2.32 -1.25
H40 -1.56 3.88 -3.51
H41 -0.17 4.38 -2.74
H42 -1.55 5.31 0.47
H43 -0.53 5.93 -0.81
H44 -0.15 4.37 -0.01
H45 -2.38 2.00 -1.37
H46 -1.59 0.65 -1.66
C17 2.72 -4.35 -5.39
C18 3.07 -3.05 -4.75
C19 1.99 -2.58 -3.85
O11 1.70 -3.62 -2.95
C20 0.49 -3.38 -2.27
N3 4.34 -3.07 -4.03
H47 1.94 -4.33 -6.10
H48 2.62 -5.15 -4.67
H49 3.52 -4.63 -6.04
H50 3.13 -2.43 -5.64
H51 1.11 -2.29 -4.34
H52 2.26 -1.62 -3.40
H53 0.58 -3.97 -1.34
H54 -0.39 -3.50 -2.92
H55 0.32 -2.32 -1.97
H56 5.00 -3.67 -4.38
H57 3.99 -3.51 -3.12
C21 3.93 -3.55 4.65
C22 3.98 -2.02 4.58
C23 3.30 -1.41 3.32
O12 3.33 -0.02 3.33
C24 2.45 0.56 2.41
N4 3.20 -1.52 5.67
H58 4.16 -3.87 3.65
H59 2.91 -3.99 4.75
H60 4.69 -4.02 5.29
H61 4.94 -1.65 4.84
H62 2.30 -1.84 3.25
H63 4.03 -1.63 2.55
H64 2.49 1.63 2.46
H65 1.43 0.28 2.49
H66 2.78 0.22 1.46
H67 2.80 -0.66 5.44
H68 3.81 -1.42 6.52
C25 -2.27 2.54 1.30
C26 -3.60 3.29 1.15
C27 -4.73 2.65 0.41
O13 -4.23 2.19 -0.84
C28 -5.03 1.21 -1.41
N5 -3.93 3.65 2.50
H69 -2.43 1.57 1.77
H70 -1.47 2.99 1.87
H71 -1.84 2.31 0.32
H72 -3.49 4.27 0.59
H73 -5.59 3.34 0.26
H74 -5.11 1.77 0.99
H75 -4.92 0.23 -0.98
H76 -4.72 1.08 -2.44
H77 -6.08 1.45 -1.49
H78 -4.78 4.20 2.39
H79 -3.15 4.20 2.89

Values from the calculation:
electronic energy = -64374.4677 eV
Kohn-Sham gap = 9.18 eV
energy relative to the best compared isomer or geometry (same formula, charge and spin) = 160.7 kcal per mole
SMILES = COC[C@H](C)N.COC[C@H](C)N.COC[C@H](C)N.COC[C@H](C)N.COC[C@H](C)N.OCCO.OCCO.OCCO.OCCO
E_HOMO = -8.8841 eV


C14H15N2PS in the gas phase in a non-equilibrium geometry, computed with ωB97M-V with the def2-TZVPD basis set.

Geometry (Å):
S1 3.40 -0.63 1.80
C1 1.84 -4.19 -2.35
C2 0.78 -3.30 -2.30
C3 3.00 -4.06 -1.52
C4 -0.09 2.46 -0.14
C5 -1.61 0.61 1.57
C6 0.96 -2.27 -1.42
C7 3.09 -3.00 -0.60
C8 0.42 1.24 0.22
C9 -0.34 0.34 1.12
C10 -1.45 2.69 0.35
C11 -2.23 1.75 1.02
C12 1.94 -2.14 -0.44
N1 1.67 0.74 -0.05
N2 0.36 -0.72 1.45
C13 -2.08 3.95 -0.20
C14 -3.60 2.13 1.51
P1 1.91 -0.70 0.69
H1 1.88 -5.15 -2.96
H2 -0.06 -3.49 -2.94
H3 3.75 -4.83 -1.73
H4 0.40 3.21 -0.82
H5 -2.24 -0.04 2.18
H6 0.07 -1.56 -1.35
H7 3.87 -2.90 0.11
H8 2.44 1.24 0.37
H9 0.32 -0.85 2.50
H10 -1.65 4.18 -1.18
H11 -3.16 3.84 -0.22
H12 -1.76 4.80 0.49
H13 -4.31 1.53 0.87
H14 -3.77 1.93 2.53
H15 -3.76 3.21 1.45

Values from the calculation:
electronic energy = -37865.6776 eV
Kohn-Sham gap = 8.16 eV
energy relative to the best compared isomer or geometry (same formula, charge and spin) = 3.4 kcal per mole
SMILES = Cc1cc2c(cc1C)NP(=S)(c1ccccc1)N2
E_HOMO = -7.6140 eV


A molecular structure, C9H18N2O3 in a non-equilibrium geometry, computed with ωB97M-V with the def2-TZVPD basis set.

Geometry (Å):
C1 -0.01 1.98 -2.10
C2 0.04 1.16 -0.80
C3 1.46 2.03 -2.72
C4 0.54 -0.89 0.37
C5 1.47 -1.99 -0.21
C6 -0.61 -1.57 1.27
C7 -1.61 -0.45 1.64
C8 -2.91 -1.18 2.16
C9 -1.11 0.59 2.76
H1 -0.04 3.68 -1.11
H2 -1.46 3.30 -1.23
H3 -0.58 1.46 -2.89
H4 1.20 2.61 -3.65
H5 2.13 2.43 -1.93
H6 1.78 1.09 -3.12
H7 -0.01 -0.71 -1.64
H8 1.26 -0.39 1.05
H9 -0.47 -2.01 2.24
H10 -1.00 -2.56 0.73
H11 -1.90 0.15 0.70
H12 -3.38 -1.66 1.38
H13 -3.59 -0.43 2.62
H14 -2.51 -2.02 2.90
H15 -0.89 1.87 2.42
H16 -0.12 -0.15 3.13
H17 -2.38 0.35 3.71
H18 2.32 -3.41 0.32
N1 -0.58 3.23 -1.80
N2 -0.11 -0.11 -0.76
O1 -0.11 1.84 0.28
O2 2.11 -1.96 -1.33
O3 1.86 -2.81 0.80

Values from the calculation:
electronic energy = -18741.9494 eV
Kohn-Sham gap = 9.74 eV
energy relative to the best compared isomer or geometry (same formula, charge and spin) = 163.0 kcal per mole
E_HOMO = -9.4422 eV


4 unconnected molecules or ions with the total composition C2H12O3S in a non-equilibrium geometry, computed with ωB97M-V with the def2-TZVPD basis set.

Geometry (Å):
C1 0.46 -0.43 2.31
C2 -0.99 -0.69 1.77
S1 -1.08 -2.33 0.96
H1 0.65 0.63 2.48
H2 1.12 -1.00 1.65
H3 0.62 -1.01 3.22
H4 -1.59 -0.81 2.68
H5 -1.17 0.09 1.04
H6 -0.81 -2.02 -0.29
H7 -0.01 2.96 -2.35
H8 1.32 3.48 -2.82
O1 0.93 2.80 -2.26
H9 2.68 1.37 -1.77
H10 3.10 0.92 -0.35
O2 3.38 0.94 -1.27
H11 -1.46 0.65 -0.81
H12 -1.88 0.44 -2.23
O3 -2.08 1.00 -1.47

Values from the calculation:
electronic energy = -19245.7889 eV
Kohn-Sham gap = 9.53 eV
energy relative to the best compared isomer or geometry (same formula, charge and spin) = 21.9 kcal per mole
SMILES = CCS.O.O.O
E_HOMO = -9.2347 eV